Record 1
A structure of composition C16H20ClNRuSe2SiTe2. Source: the Open Molecules 2025 dataset; level of theory: wB97M-V/def2-TZVPD.

```
44
Properties=species:S:1:pos:R:3
C 3.7775 -1.8822 3.0666
C -3.5212 -0.1936 -2.6056
H -0.2388 -3.2435 0.7018
C 2.5462 -2.2725 3.5561
H -1.0145 3.4461 -1.6279
C 2.1237 1.5024 -0.0706
H 1.5657 1.7295 -3.3519
C -1.9529 0.5293 -0.9382
H -0.0669 1.0584 -3.4228
H 0.5424 -2.8430 3.0631
H 4.6003 -1.6851 3.7404
H 2.4025 0.4991 0.2605
C 0.4704 -2.4692 0.4195
H 2.3866 -2.3836 4.6197
C -4.4376 0.7426 -2.1505
C 1.4986 -2.5136 2.6770
C 0.8637 1.0584 -2.8524
H 4.9392 -1.4718 1.2968
H -3.7763 -0.8502 -3.4274
Se 0.2661 0.7828 2.9837
Si 0.5624 1.5975 -1.0958
Te -2.2467 0.9287 3.4386
C 2.9285 -1.9957 0.8288
Se -3.8896 -1.9135 0.6949
H -4.8288 2.2843 -0.7107
N -0.6426 0.4621 -0.3885
H 2.9533 1.8538 -0.6920
H 0.6981 -2.5176 -0.6413
H -1.5600 -1.0467 -2.3276
Ru 0.0434 -0.5200 0.9865
Te -2.0423 -1.5013 2.1301
C -2.2811 -0.3088 -1.9976
C 3.9740 -1.7550 1.6932
H 2.0450 2.1454 0.8058
H -0.3691 3.5968 0.0133
C -0.1202 3.3272 -1.0154
H 1.2818 0.0496 -2.8774
C -2.8680 1.4688 -0.4751
C 1.6502 -2.3700 1.2901
C -4.1106 1.5639 -1.0804
Cl 3.2251 -1.8481 -0.8807
H -2.6028 2.1040 0.3597
H -5.4090 0.8235 -2.6196
H 0.6342 4.0308 -1.3772
```

Output
* M: 804.07 g/mol
* orbital gap: 6.4292 eV
* energy: -186669.64598 eV
* energy above the lowest of the compared OMol25 structures with the same formula, charge and spin: 0.000 eV

=====

Record 2
A structure of composition C3H9FN. Source: the Open Molecules 2025 dataset; level of theory: wB97M-V/def2-TZVPD.

```
14
Properties=species:S:1:pos:R:3
H 0.0067 -2.0182 -0.5363
C 0.3638 -1.3735 0.2818
H 1.8492 0.6294 -0.2142
C -0.4902 0.5911 -1.1755
H 0.9392 0.7780 1.5564
N -0.0900 0.8452 1.3153
H 0.2039 -1.7873 1.2877
H -1.2207 1.4127 -1.1176
C -0.2962 -0.0147 0.2007
F -1.8715 -0.4754 0.4863
H -0.5430 1.7467 1.1297
H 0.4696 1.0491 -1.4684
H -0.7726 -0.1672 -1.9232
H 1.4518 -1.2158 0.1771
```

Output
* total charge: -1
* M: 78.11 g/mol
* orbital gap: 5.9611 eV
* energy: -7462.32219 eV

=====

Record 3
A cluster of 8 separate species, C6H25N8O15S2 in total. Source: the Open Molecules 2025 dataset; level of theory: wB97M-V/def2-TZVPD.

```
56
Properties=species:S:1:pos:R:3
H -9.2263 -4.1659 -9.1808
H -7.2281 -4.5975 -15.2478
H -11.8607 -5.8612 -16.8381
N -14.0958 -2.9078 -8.3785
N -5.5968 -1.2496 -14.3376
O -12.2028 -5.1980 -12.6889
N -7.2039 -5.4724 -14.6986
N -10.0623 -6.6791 -8.2356
O -13.7265 -5.6834 -10.9184
N -6.8202 -7.7098 -14.0338
O -6.6511 0.2528 -11.9798
H -10.0340 -5.0401 -11.4393
O -10.2936 -4.4147 -10.7288
H -11.2172 -4.0588 -10.8777
S -13.3794 -4.6370 -11.8596
H -10.8380 -6.4038 -8.8349
O -11.6947 -3.0637 -14.9447
H -7.3252 -5.2835 -13.7088
C -11.1743 -4.0184 -15.8718
N -7.7849 -1.7641 -14.8107
O -6.5276 -7.0616 -16.2773
O -8.3037 -6.1425 -6.9993
H -13.1259 -5.0799 -15.8049
H -9.2544 -1.2116 -11.1054
N -8.7511 -4.6245 -8.5107
H -12.1415 -1.6167 -9.2685
H -8.4172 -2.1501 -15.4956
H -7.5671 -7.6654 -13.3488
O -6.2023 -2.8183 -15.9885
H -4.7978 -1.8477 -14.4833
C -8.9860 -5.8066 -7.9321
H -10.1264 -4.3496 -15.7176
O -8.9357 1.0672 -11.5309
O -8.4582 -1.1969 -11.5444
O -7.6757 0.1895 -9.7130
H -10.4898 -6.9094 -7.3482
C -6.5247 -1.9894 -15.0596
H -11.0484 -3.5225 -16.8680
C -13.3170 -2.1056 -7.6193
O -13.5476 -1.8536 -6.4138
H -14.8647 -3.4284 -7.9912
O -11.7081 -6.2893 -14.9315
N -12.2079 -1.6094 -8.2205
H -12.0315 -5.9379 -14.0083
H -13.7749 -3.1594 -9.3486
O -12.8020 -3.5195 -11.0575
H -6.5150 -8.5565 -14.4967
C -12.0347 -5.3156 -15.9132
H -7.8710 -4.1647 -8.1762
O -14.5662 -4.2001 -12.6307
H -11.8024 -3.5035 -14.1087
C -6.8467 -6.7025 -15.1199
H -8.1442 -1.1552 -14.0759
S -7.8375 0.2180 -11.1550
H -11.8245 -0.8985 -7.6205
H -5.8658 -0.9613 -13.3957
```

Output
* total charge: -3
* M: 513.44 g/mol
* orbital gap: 7.0188 eV
* energy: -70936.59509 eV

=====

Record 4
An isolated molecule of C15H13BO3. Source: the Open Molecules 2025 dataset; level of theory: wB97M-V/def2-TZVPD.

```
32
Properties=species:S:1:pos:R:3
H 0.2828 0.2755 -3.7029
H -0.0128 -0.8388 0.6743
H 1.9921 -1.2700 1.4678
H 1.8843 -4.9187 3.6957
C -1.7398 2.2407 -1.2053
C -0.3711 0.3067 -1.5876
O -0.5429 0.6228 3.5295
C 1.5949 -3.9206 3.5086
B -0.3327 2.6393 -4.6850
C -0.2902 0.7031 -2.9487
H -0.3648 4.2561 -5.6852
H -2.3139 2.8296 -0.5708
C -1.0372 1.1477 -0.6910
C 0.0988 -2.1756 4.1362
H 0.3393 -0.5369 -1.3107
H 2.9206 -3.4537 1.9445
O -0.7079 3.9224 -4.7995
C -0.9117 1.8455 -3.3555
C 2.0512 -3.0910 2.4917
C 1.5970 -1.7907 2.3209
H 0.2541 -4.0367 5.0907
C -0.1526 -0.2017 2.6639
H 0.8838 1.0648 -5.4842
C -1.7277 2.5735 -2.4849
O 0.5320 2.0174 -5.5771
C -0.2843 0.0014 1.2889
H -2.2971 3.3481 -3.0342
C 0.6646 -3.4074 4.3634
H -1.1151 1.9115 1.3857
C -0.7683 1.1274 0.7057
C 0.5980 -1.3296 3.1356
H -0.7238 -1.8621 4.7194
```

Output
* M: 252.08 g/mol
* orbital gap: 7.9220 eV
* SMILES: O=C(/C=C/c1ccc(B(O)O)cc1)c1ccccc1
* energy: -22585.51229 eV

=====

Record 5
A cluster of 40 separate species, H80O40 in total. Source: the Open Molecules 2025 dataset; level of theory: wB97M-V/def2-TZVPD.

```
120
Properties=species:S:1:pos:R:3
O -2.5665 4.2549 -1.7720
O 5.1764 2.5090 3.5310
O 0.8921 6.1954 2.5914
O 2.2179 -0.0336 -3.5331
H -1.8567 1.1064 -4.7560
H -4.0500 2.8553 -0.6446
H -4.2145 -3.7598 -0.3765
H 3.4737 -0.1230 1.9489
H -2.5713 -2.9502 -5.0580
H -4.6578 1.7728 2.5798
O 0.0575 -4.5927 2.9109
H 0.4916 -3.8677 3.3764
H -0.5219 -2.5309 4.5486
O -0.4066 2.1452 -2.4194
H 1.1503 5.2599 2.5258
O -1.3873 -0.9169 0.8288
H -0.8356 -5.9074 1.5351
O 0.9107 5.0773 -1.8623
H -0.9944 1.8944 3.7714
H -1.7098 -0.0203 0.6421
O -4.3059 2.6629 2.7929
H 4.5090 4.1158 1.0691
H 3.2449 -3.7932 -1.1777
H 4.3481 1.9062 3.6443
H 1.5051 -2.2067 1.7088
H 3.4348 -1.1292 4.1527
H 0.8237 3.2310 1.1653
O 3.8012 3.4733 1.2385
O 1.6322 3.4306 -4.5066
H 1.6335 0.5400 0.1231
H 0.0862 -5.2594 3.5822
H 1.9478 0.3434 2.4964
O 2.2307 1.3928 -0.0398
H 1.4411 0.4807 -3.3360
H -0.0243 1.3315 -2.7132
H -1.1362 2.3688 -3.0395
H 6.7371 1.9377 -0.5375
O 0.6184 -3.6720 -0.7424
O 1.1578 2.0657 6.4205
H -3.7839 2.8937 -2.0211
O -4.2959 -3.5518 1.8002
H -1.8200 3.1716 3.2087
H -3.9429 -4.6896 -1.6564
H 3.8266 2.8802 0.4294
H -5.9957 0.8208 -0.4350
H -5.0026 -0.6311 -1.4562
O -2.8563 0.0826 -3.1646
H -5.0027 0.8146 -2.2804
H 4.2101 1.5183 -2.5864
H -0.1097 -4.2360 -0.4400
H -2.0324 3.6260 -1.2170
H 5.8064 0.9794 -1.3083
H 5.2021 2.5170 2.5748
H 3.8503 2.9462 -1.7165
O -2.9251 -1.3328 2.8691
H 1.2111 1.1753 6.0782
O 0.0964 2.6516 1.5919
H 5.6629 0.1201 -3.7636
H -3.3072 0.1220 -4.0006
H -2.5360 1.7324 1.2997
H 2.4662 2.5059 2.7167
H 1.1234 -4.1497 -1.4212
H 0.1712 -1.1349 -0.5210
H -3.4613 0.2630 -2.3785
H -2.0276 -1.3849 3.2061
O 1.1504 -0.8684 -0.4492
O -1.2997 0.4008 -5.1027
O -3.1492 -2.1947 -5.0055
H -0.6890 -0.8706 1.4826
H -0.0466 -2.9333 -3.0333
O -1.8047 2.2476 3.4120
H 2.6433 -2.2404 5.0285
O -3.5715 -3.9692 -1.0940
H -0.7506 -4.0103 5.0862
H 0.0338 6.1770 2.1765
H 3.2016 3.4328 3.6486
H 0.7994 2.0348 1.8890
H -4.4345 2.6736 3.7593
H 1.4657 2.6737 -5.0490
H 0.6537 -6.1176 -2.9076
O 2.8013 -3.1805 -1.7390
O 0.3892 -3.1421 -3.8381
H 2.0706 3.0839 -3.6775
H 1.5665 -1.6882 -0.7557
H -2.9229 -1.7416 -5.8293
H -2.6740 -0.5362 2.3571
H -1.1106 1.6765 0.6157
O -0.2291 -5.9221 0.7150
H 0.4096 -5.2257 0.7859
H 0.6163 4.4827 -2.5483
H 0.6460 -2.3275 -4.2432
H 2.5272 1.5668 -0.9828
H -2.2516 -1.5579 -2.4681
H -1.1347 -0.2150 -4.3399
H -2.1518 5.0112 -1.2917
O -1.7628 -2.3348 -2.1996
O -5.5029 0.0191 -2.1218
O -4.3826 2.3801 -1.4454
H 2.6629 -3.2677 -2.6725
H 0.6011 4.6978 -1.0348
O -0.2645 -6.1813 -2.5225
H 1.7537 2.5792 5.8583
O -0.1838 -3.2494 5.0586
O 2.3859 2.9357 3.5761
H -6.1829 0.5781 1.0755
H -0.7180 -5.7449 -3.2447
H 1.9751 -1.5935 3.0663
H -2.1256 -3.0496 -1.6881
H -4.0666 -4.3974 2.1832
O 2.7132 -1.3302 4.7254
O 1.4460 -2.3070 2.6604
O -6.6585 0.7323 0.2664
H 4.6179 -0.3325 -2.7740
O 2.8692 0.2450 2.6591
O 3.5644 2.1040 -2.1874
O -2.0918 1.5504 0.4630
H 1.9711 -0.8603 -3.0806
O 5.4772 0.1628 -2.7830
O 5.8271 1.6426 -0.5189
H -3.4893 -2.9964 2.0025
```

Output
* total charge: +1
* M: 720.60 g/mol
* orbital gap (spin up / spin down): 8.4360 / 2.0026 eV
* energy: -83185.57177 eV
* energy above the lowest of the compared OMol25 structures with the same formula, charge and spin: 7.861 eV
* multiplicity: 2

=====

- Among the records above, which one has the highest energy?
  C3H9FN